1.
Computed, not measured: a gas-phase ion, C4H12N4 (charge +2) at a distorted geometry, with ωB97M-V/def2-TZVPD.

```
20
Properties=species:S:1:pos:R:3:forces:R:3:lowdin_charge:R:1
C -0.370 0.316 -0.317 -1.7 0.6 0.4 -0.04
C -2.380 -1.840 0.645 -1.9 -1.9 -1.7 -0.06
C 2.396 2.083 -1.986 -3.3 -0.7 -3.0 0.05
C -1.527 -0.861 1.387 -2.0 -0.6 0.6 -0.15
N 0.468 0.913 -1.164 4.0 0.7 -0.9 0.20
N -0.317 -0.374 0.773 5.0 -2.2 1.1 -0.01
N 0.916 -0.821 1.332 -1.1 3.8 -3.2 0.24
N 1.532 1.545 -0.926 -1.2 0.4 2.3 0.05
H -1.329 0.420 -0.776 -1.1 -0.1 0.4 0.17
H -2.025 -2.838 0.413 0.9 -0.2 0.7 0.09
H -3.351 -2.056 1.207 1.3 0.8 -0.6 0.14
H -2.647 -1.552 -0.392 -0.1 0.6 0.7 0.09
H 3.362 2.111 -1.615 1.8 0.7 0.7 0.08
H 2.337 1.375 -2.873 0.1 0.6 1.2 0.15
H 1.881 3.016 -2.408 1.1 -0.7 1.0 0.17
H -2.191 -0.020 1.413 0.0 0.9 0.6 0.14
H -1.364 -1.257 2.382 0.6 0.4 0.2 0.15
H 1.786 -0.528 0.859 -1.0 -0.2 0.2 0.14
H 1.055 -1.553 1.955 -1.0 -1.8 1.5 0.12
H 1.769 1.922 0.092 -0.5 -1.1 -2.1 0.26
```
Positions in Å, forces in eV/Å.

## Properties
- Orbital gap (alpha / beta): 0.2744 / 0.2742 Ha
- Net charge: +2
- Molar mass: 116.168 g mol⁻¹
- Multiplicity: 1

2.
Computed, not measured: a molecular structure, C50H66AuNP2S2Si at a distorted geometry, with ωB97M-V/def2-TZVPD.

```
123
Properties=species:S:1:pos:R:3:forces:R:3:lowdin_spin:R:1
Au 0.486 1.251 1.250 0.0 -0.2 -0.3 0.29
C -2.952 -1.739 -0.947 -0.2 -0.1 0.0 0.01
Si -1.888 -1.166 0.470 -0.3 0.3 -0.3 0.10
C -2.897 -1.663 2.016 0.0 0.1 0.1 0.02
C -3.934 -2.592 2.019 0.1 0.0 0.0 0.00
C -4.957 -2.509 2.959 0.0 0.0 0.0 0.01
C -4.970 -1.476 3.881 0.0 0.0 0.0 0.00
C -3.925 -0.555 3.927 0.1 -0.1 0.1 0.01
C -2.877 -0.677 3.033 0.0 -0.2 -0.4 0.05
P -1.321 0.301 2.820 -0.6 0.8 1.0 0.32
C -1.305 1.812 3.905 -0.2 0.0 0.0 0.07
C -2.245 2.913 3.401 0.0 -0.1 0.0 0.01
C -1.971 4.232 4.146 0.0 -0.1 0.0 0.00
C -1.568 4.001 5.613 0.0 0.0 -0.1 0.00
C -2.179 2.704 6.129 0.0 0.0 -0.1 0.00
C -1.552 1.503 5.407 0.0 0.0 0.0 0.02
C -0.225 -1.039 3.617 0.2 0.2 -0.5 0.08
C 1.240 -0.604 3.744 0.0 -0.1 0.2 0.03
C 1.999 -1.488 4.747 -0.1 0.0 0.0 0.00
C 1.483 -2.921 4.662 0.0 0.0 0.0 0.00
C 0.020 -2.988 5.139 0.0 0.0 0.0 0.01
C -0.731 -1.658 4.922 0.1 -0.1 0.0 0.01
C -0.190 -1.932 0.179 0.1 -0.2 0.1 0.01
C -0.293 -3.298 0.472 0.0 0.0 -0.1 0.00
C 0.663 -4.226 0.076 0.0 0.0 0.0 0.00
C 1.752 -3.795 -0.654 0.0 0.0 0.0 0.00
C 1.902 -2.440 -0.924 0.0 0.0 0.1 0.00
C 0.971 -1.489 -0.505 0.0 -0.1 0.0 0.01
P 1.472 0.282 -0.626 0.2 0.1 0.3 0.10
C 1.259 1.124 -2.246 0.0 -0.1 0.1 0.02
C -0.224 1.266 -2.626 -0.1 0.0 0.1 0.00
C -0.762 2.630 -2.224 0.0 0.0 0.0 0.00
C -0.074 3.742 -3.024 0.0 -0.1 0.0 0.00
C 1.411 3.419 -3.258 0.0 0.0 0.0 0.00
C 1.952 2.501 -2.164 0.0 0.0 -0.1 0.00
C 3.314 0.306 -0.443 0.0 -0.1 -0.1 0.01
C 4.139 -0.066 -1.708 0.1 0.0 0.1 0.00
C 5.472 -0.724 -1.339 0.0 0.0 0.0 0.00
C 6.126 0.027 -0.182 -0.1 0.0 0.0 0.00
C 5.268 -0.054 1.100 0.0 0.0 -0.1 0.00
C 3.815 -0.439 0.800 0.0 0.0 -0.1 0.00
H -3.308 -2.746 -0.705 0.0 0.1 0.0 0.00
H -3.833 -1.104 -1.065 0.0 -0.1 0.0 0.01
H -2.428 -1.807 -1.896 0.0 0.0 0.0 0.00
H -3.981 -3.368 1.263 0.0 0.0 0.0 0.00
H -5.766 -3.228 2.941 0.0 0.0 0.0 0.00
H -5.796 -1.382 4.575 0.0 0.0 0.0 0.00
H -3.948 0.234 4.668 0.0 0.0 0.0 0.00
H -0.287 2.197 3.812 0.1 0.0 0.0 0.03
H -2.121 3.069 2.328 0.0 0.0 0.0 0.01
H -3.281 2.595 3.553 0.0 0.0 0.0 0.00
H -1.183 4.782 3.628 0.0 0.0 0.0 0.00
H -2.867 4.853 4.099 0.0 0.0 0.0 0.00
H -0.478 3.930 5.697 0.0 0.0 0.0 0.00
H -1.869 4.848 6.229 0.0 0.0 0.0 0.00
H -2.032 2.596 7.204 0.0 0.0 0.0 0.00
H -3.261 2.720 5.961 0.0 0.0 0.0 0.00
H -0.591 1.273 5.871 0.0 0.0 0.0 0.00
H -2.175 0.623 5.540 0.0 0.0 0.0 0.00
H -0.285 -1.823 2.856 0.0 -0.1 0.0 0.00
H 1.712 -0.690 2.765 0.0 0.0 0.0 0.01
H 1.315 0.449 4.040 0.0 0.0 0.0 0.01
H 3.069 -1.441 4.538 0.0 0.0 0.0 0.00
H 1.863 -1.112 5.765 0.0 0.0 0.0 0.00
H 1.560 -3.259 3.623 0.0 0.0 0.0 0.00
H 2.102 -3.596 5.253 0.0 0.0 0.0 0.00
H -0.506 -3.791 4.618 0.0 0.0 0.0 0.00
H -0.012 -3.230 6.203 0.0 0.0 0.0 0.00
H -1.802 -1.848 4.900 0.0 0.0 0.0 0.00
H -0.538 -0.984 5.754 0.0 0.0 0.0 0.00
H -1.165 -3.660 1.014 0.1 0.0 0.0 0.00
H 0.543 -5.272 0.327 0.0 0.0 0.0 0.00
H 2.500 -4.498 -0.997 0.0 0.0 0.0 0.00
H 2.785 -2.126 -1.456 0.0 0.0 0.0 0.00
H 1.767 0.507 -2.992 0.0 0.0 -0.1 0.00
H -0.287 1.180 -3.716 0.0 0.0 0.0 0.00
H -0.851 -0.667 -2.465 0.0 0.0 -0.1 0.00
H -1.842 2.661 -2.386 0.0 0.0 0.0 0.00
H -0.607 2.758 -1.146 0.0 0.0 0.0 0.00
H -0.576 3.855 -3.987 0.0 0.0 0.0 0.00
H -0.184 4.693 -2.500 0.0 0.0 0.0 0.00
H 1.537 2.917 -4.222 0.0 0.0 0.0 0.00
H 2.007 4.330 -3.306 0.0 0.0 0.0 0.00
H 3.030 2.397 -2.273 0.0 0.0 0.0 0.00
H 1.771 2.956 -1.182 0.0 0.0 0.0 0.00
H 3.486 1.367 -0.237 0.0 0.1 0.0 0.00
H 3.584 -0.708 -2.391 0.0 0.0 0.0 0.00
H 4.349 0.842 -2.276 0.0 0.0 0.0 0.00
H 5.319 -1.772 -1.061 0.0 0.0 0.0 0.00
H 6.126 -0.727 -2.212 0.0 0.0 0.0 0.00
H 7.127 -0.361 0.008 0.0 0.0 0.0 0.00
H 6.255 1.072 -0.481 0.0 0.0 0.0 0.00
H 5.691 -0.784 1.792 0.0 0.0 0.0 0.00
H 5.286 0.908 1.616 0.0 0.0 0.0 0.00
H 3.740 -1.516 0.649 0.0 0.0 0.0 0.00
H 3.186 -0.199 1.658 0.0 0.0 0.0 0.00
N -1.008 0.211 -1.982 0.0 0.1 0.0 0.01
S -1.630 -1.496 -4.919 0.0 -0.1 -0.1 0.00
C 0.069 -1.503 -5.416 0.1 0.0 0.1 0.00
C 1.014 -1.864 -4.458 0.0 0.0 0.0 0.00
C 2.356 -1.969 -4.806 0.0 0.0 0.0 0.00
C 2.764 -1.686 -6.100 0.0 0.0 0.0 0.00
C 1.820 -1.327 -7.057 0.0 0.0 0.0 0.00
C 0.476 -1.252 -6.725 0.0 0.0 0.0 0.00
C -2.304 0.027 -5.534 0.0 0.1 0.1 0.00
C -1.559 1.128 -5.942 0.0 0.0 0.0 0.00
C -2.206 2.293 -6.333 0.0 0.0 0.0 0.00
C -3.592 2.375 -6.309 0.0 0.0 0.0 0.00
C -4.333 1.275 -5.899 0.0 0.0 0.0 0.00
C -3.695 0.103 -5.521 0.0 0.0 0.0 0.00
H -1.994 0.414 -2.111 0.0 0.0 0.0 0.00
H 0.696 -2.090 -3.445 0.0 0.0 0.0 0.00
H 3.084 -2.272 -4.062 0.0 0.0 0.0 0.00
H 3.810 -1.759 -6.370 0.0 0.0 0.0 0.00
H 2.131 -1.126 -8.074 0.0 0.0 0.0 0.00
H -0.260 -1.003 -7.480 0.0 0.0 0.0 0.00
H -0.477 1.082 -5.970 0.0 0.0 0.0 0.00
H -1.619 3.142 -6.660 0.0 0.0 0.0 0.00
H -4.090 3.285 -6.616 0.0 0.0 0.0 0.00
H -5.414 1.321 -5.887 0.0 0.0 0.0 0.00
H -4.277 -0.761 -5.219 0.0 0.0 0.0 0.00
S -3.362 1.370 0.499 -0.2 0.2 0.0 0.94
C -1.964 0.690 1.039 1.0 -0.6 0.1 0.74
```
Positions in Å, forces in eV/Å.

## Properties
- Orbital gap (alpha / beta): 0.2243 / 0.2062 Ha
- Net charge: +1
- Molar mass: 1032.220 g mol⁻¹
- Multiplicity: 4

3.
Computed, not measured: a single C6H9N molecule at a distorted geometry, with ωB97M-V/def2-TZVPD.

```
16
Properties=species:S:1:pos:R:3:forces:R:3:lowdin_charge:R:1
C -1.390 -1.355 0.398 -1.0 -0.3 -0.6 -0.03
N -1.186 -0.164 -0.171 0.8 -0.2 1.0 -0.18
C -1.145 1.025 0.450 -0.9 0.5 -0.6 -0.09
C 1.148 0.426 0.611 0.0 -1.1 1.2 -0.15
C 1.273 -0.467 -0.604 0.2 -0.2 -0.4 -0.14
C -0.044 0.158 -1.095 -0.1 0.0 -0.3 -0.16
C 0.175 1.370 -0.145 -0.2 0.2 0.0 -0.20
H -2.039 -1.323 1.265 0.2 -0.2 0.1 0.06
H 0.526 -0.338 1.264 1.3 2.0 -0.1 0.13
H -1.389 -2.222 -0.239 -0.1 -0.1 -0.1 0.05
H -1.499 1.157 1.474 0.0 -0.1 -0.3 0.12
H 2.016 0.870 1.090 0.0 -0.3 0.2 0.10
H 1.320 -1.542 -0.406 -0.1 0.1 -0.2 0.11
H 2.081 -0.168 -1.272 -0.1 0.1 -0.2 0.11
H -0.300 0.193 -2.154 -0.1 0.0 0.2 0.14
H 0.453 2.380 -0.465 0.1 -0.3 0.2 0.13
```
Positions in Å, forces in eV/Å.

## Properties
- Orbital gap (alpha / beta): 0.2809 / 0.2808 Ha
- Net charge: 0
- Molar mass: 95.145 g mol⁻¹
- Multiplicity: 1

Listing relative energy (zero: lowest compared OMol25 entry of this formula, charge and spin) for the structures above in their given order: 5.507 2.184 4.998 eV.